The following is a DFT calculation (ωB97M-V/def2-TZVPD) of 9 unconnected molecules or ions with the total composition C54H135O36P9.

Cartesian coordinates (Å):
C  6.932  -1.888  1.418
C  6.204  -0.541  1.424
O  6.015  -0.240  0.033
P  4.507  -0.230  -0.640
O  3.347  0.002  0.305
O  4.481  -1.681  -1.375
C  5.259  -1.924  -2.568
C  4.276  -1.777  -3.717
O  4.721  0.841  -1.806
C  3.627  1.519  -2.345
C  4.023  1.996  -3.725
H  7.036  -2.342  2.404
H  6.328  -2.645  0.917
H  7.842  -1.709  0.846
H  5.205  -0.681  1.838
H  6.643  0.352  1.868
H  6.103  -1.240  -2.658
H  5.630  -2.948  -2.534
H  3.809  -0.792  -3.698
H  4.779  -1.903  -4.676
H  3.613  -2.638  -3.638
H  2.776  0.844  -2.438
H  3.380  2.361  -1.699
H  4.515  1.201  -4.286
H  3.181  2.225  -4.378
H  4.724  2.829  -3.679
C  -0.935  -3.669  -1.587
C  -0.051  -2.362  -1.564
O  -0.288  -1.513  -0.496
P  -1.543  -0.483  -0.287
O  -2.909  -0.992  -0.839
O  -1.643  -0.210  1.293
C  -2.853  0.343  1.960
C  -2.668  1.762  2.420
O  -1.063  0.950  -0.791
C  0.256  1.395  -0.528
C  0.238  2.868  -0.115
H  -0.375  -4.463  -2.081
H  -1.006  -4.062  -0.573
H  -1.933  -3.386  -1.922
H  0.973  -2.731  -1.636
H  -0.134  -1.718  -2.439
H  -3.710  0.163  1.310
H  -2.937  -0.317  2.824
H  -3.304  1.979  3.278
H  -1.665  1.948  2.806
H  -2.879  2.410  1.569
H  0.736  0.734  0.193
H  0.854  1.178  -1.413
H  1.293  2.977  0.136
H  0.104  3.424  -1.042
H  -0.347  3.204  0.741
C  4.813  -5.830  -2.351
C  4.123  -5.024  -1.227
O  3.813  -5.896  -0.188
P  2.581  -5.586  0.810
O  1.269  -5.296  0.148
O  2.540  -6.877  1.845
C  1.640  -7.955  1.522
C  2.302  -8.822  0.484
O  3.086  -4.334  1.779
C  2.885  -3.004  1.423
C  1.558  -2.594  1.936
H  5.831  -6.034  -2.020
H  4.340  -6.778  -2.606
H  4.906  -5.249  -3.269
H  4.789  -4.221  -0.909
H  3.264  -4.502  -1.648
H  1.538  -8.541  2.436
H  0.661  -7.559  1.254
H  3.233  -9.196  0.912
H  1.602  -9.604  0.190
H  2.430  -8.201  -0.402
H  3.699  -2.444  1.884
H  3.018  -2.833  0.354
H  1.616  -2.943  2.967
H  1.397  -1.518  1.861
H  0.737  -3.087  1.416
C  -1.119  -8.364  -9.597
C  -0.247  -7.043  -9.620
O  -0.727  -6.120  -8.540
P  -0.313  -6.327  -7.027
O  1.106  -6.606  -6.752
O  -0.871  -5.086  -6.244
C  -0.175  -3.870  -6.083
C  0.686  -4.021  -4.779
O  -1.261  -7.527  -6.584
C  -2.696  -7.276  -6.377
C  -2.979  -7.161  -4.872
H  -2.040  -8.227  -10.164
H  -0.531  -9.224  -9.918
H  -1.495  -8.542  -8.590
H  0.835  -7.174  -9.582
H  -0.253  -6.519  -10.575
H  0.431  -3.672  -6.967
H  -0.841  -3.018  -5.943
H  0.064  -3.734  -3.932
H  1.046  -5.023  -4.544
H  1.592  -3.437  -4.944
H  -3.093  -6.464  -6.986
H  -3.327  -8.051  -6.814
H  -2.579  -7.968  -4.258
H  -2.520  -6.311  -4.369
H  -4.063  -7.053  -4.859
C  -1.456  8.210  3.369
C  -0.076  8.163  2.748
O  -0.249  7.762  1.414
P  0.861  8.095  0.273
O  0.374  7.815  -1.136
O  2.307  7.340  0.567
C  2.862  6.432  -0.344
C  3.179  5.154  0.362
O  1.287  9.578  0.523
C  2.301  10.035  -0.354
C  2.588  11.489  0.112
H  -2.148  8.712  2.694
H  -1.754  7.162  3.414
H  -1.473  8.589  4.391
H  0.450  9.113  2.837
H  0.523  7.462  3.330
H  2.175  6.208  -1.160
H  3.658  6.780  -1.003
H  2.268  4.737  0.792
H  3.771  4.480  -0.257
H  3.871  5.226  1.201
H  3.180  9.398  -0.452
H  1.854  10.102  -1.346
H  3.541  11.804  -0.313
H  1.757  12.130  -0.182
H  2.636  11.369  1.194
C  1.486  4.867  9.111
C  2.805  5.323  8.636
O  2.801  6.207  7.556
P  2.199  5.753  6.066
O  2.884  4.617  5.390
O  0.627  5.493  6.385
C  -0.236  5.106  5.319
C  -0.743  3.700  5.468
O  2.206  7.094  5.208
C  3.375  7.927  5.164
C  3.203  8.959  4.095
H  1.530  4.201  9.973
H  0.884  5.729  9.399
H  0.852  4.302  8.428
H  3.316  5.777  9.486
H  3.434  4.467  8.392
H  -1.115  5.735  5.458
H  0.103  5.219  4.289
H  -1.591  3.489  4.817
H  0.080  3.000  5.322
H  -1.111  3.633  6.492
H  3.592  8.329  6.154
H  4.283  7.392  4.886
H  2.255  9.485  4.213
H  3.951  9.700  4.376
H  3.217  8.562  3.080
C  -3.274  2.912  -4.036
C  -3.567  1.392  -3.985
O  -2.340  0.663  -4.260
P  -2.068  -0.048  -5.754
O  -2.503  0.784  -6.958
O  -0.497  -0.455  -5.802
C  0.506  0.370  -6.503
C  1.837  0.160  -5.754
O  -2.794  -1.441  -5.610
C  -2.890  -2.052  -4.257
C  -3.622  -3.418  -4.239
H  -3.019  3.195  -5.057
H  -4.165  3.500  -3.815
H  -2.438  3.288  -3.446
H  -3.927  1.110  -2.996
H  -4.352  1.032  -4.650
H  0.579  -0.020  -7.518
H  0.125  1.389  -6.567
H  1.631  0.576  -4.768
H  1.977  -0.878  -5.453
H  2.718  0.631  -6.189
H  -1.854  -2.254  -3.985
H  -3.318  -1.384  -3.509
H  -3.702  -3.913  -3.270
H  -4.681  -3.301  -4.467
H  -3.210  -4.078  -5.003
C  -2.916  -7.321  -1.455
C  -1.729  -7.218  -0.518
O  -2.164  -6.510  0.632
P  -2.958  -7.165  1.859
O  -4.314  -7.705  1.676
O  -1.827  -8.198  2.444
C  -2.031  -8.747  3.755
C  -0.595  -8.897  4.376
O  -2.919  -6.038  3.061
C  -1.803  -5.168  3.134
C  -1.724  -4.541  4.501
H  -3.906  -7.317  -0.999
H  -2.958  -6.421  -2.069
H  -2.919  -8.262  -2.006
H  -1.311  -8.182  -0.227
H  -0.952  -6.651  -1.031
H  -2.578  -8.060  4.401
H  -2.494  -9.727  3.647
H  -0.067  -9.742  3.935
H  -0.026  -7.974  4.275
H  -0.662  -9.097  5.445
H  -0.857  -5.661  2.906
H  -1.832  -4.334  2.433
H  -1.641  -5.360  5.216
H  -0.878  -3.862  4.613
H  -2.579  -3.874  4.602
C  -6.050  1.774  4.909
C  -6.318  3.269  4.900
O  -5.778  3.679  3.694
P  -4.824  5.015  3.656
O  -3.662  5.056  4.520
O  -5.871  6.249  3.897
C  -5.425  7.436  4.384
C  -6.566  8.185  4.910
O  -4.563  5.109  2.076
C  -3.292  5.512  1.647
C  -3.347  5.425  0.173
H  -6.440  1.224  4.052
H  -5.013  1.478  5.070
H  -6.598  1.331  5.741
H  -7.396  3.381  5.020
H  -5.711  3.706  5.692
H  -4.639  7.389  5.137
H  -4.998  8.064  3.603
H  -7.001  7.664  5.763
H  -6.315  9.189  5.251
H  -7.313  8.405  4.147
H  -3.037  6.538  1.911
H  -2.453  4.854  1.874
H  -3.242  4.397  -0.173
H  -4.208  5.944  -0.249
H  -2.493  5.917  -0.292

Properties
E_HOMO, eV: -10.089
LUMO, eV: 0.4609
Frontier orbital gap, eV: 10.55

Mulliken atomic charge list, values in e, 99 entries: -0.852 -0.091 -0.431 0.601 -0.664 0.619 -0.909 0.011 -0.426 0.940 -1.665 0.413 -0.054 0.330 0.087 0.367 0.338 0.476 -0.426 0.610 -0.135 -0.287 0.057 0.370 0.442 0.417 -1.679 0.379 0.855 0.019 -0.837 -0.361 -1.009 0.160 0.124 0.935 -1.028 0.488 0.525 0.384 -0.521 0.357 0.465 0.334 -0.002 0.198 -0.065 -0.088 -0.220 0.214 0.396 0.000 -1.620 1.472 -0.309 0.140 0.454 -0.490 0.602 -1.341 -0.446 0.714 -0.737 0.416 0.382 0.350 -0.529 -0.249 0.073 -0.224 0.328 0.425 0.303 0.035 -0.323 0.482 0.131 -0.168 -0.742 -0.421 -0.304 0.433 -0.794 0.317 -0.785 -0.393 -0.374 -0.520 -0.536 0.278 0.308 0.160 0.339 0.336 0.366 0.169 -0.292 0.551 0.128

=====

The following is a DFT calculation (ωB97M-V/def2-TZVPD) of 16 unconnected molecules or ions with the total composition C54H146N6O16.

Cartesian coordinates (Å):
C  -5.566  -3.034  -3.225
C  -4.062  -3.063  -3.358
C  -3.524  -2.011  -4.344
O  -3.428  -2.965  -2.093
H  -5.863  -3.719  -2.395
H  -6.050  -3.361  -4.149
H  -5.982  -2.032  -3.012
H  -3.790  -4.037  -3.666
H  -3.536  -0.965  -3.889
H  -4.142  -1.988  -5.251
H  -2.451  -2.234  -4.589
H  -3.286  -2.054  -1.875
C  -2.507  3.194  2.350
C  -1.386  2.447  1.774
C  -0.898  3.103  0.492
O  -0.349  2.281  2.717
H  -3.212  3.486  1.551
H  -1.971  4.033  2.828
H  -2.979  2.688  3.138
H  -1.619  1.431  1.463
H  -0.582  4.129  0.545
H  -1.756  2.999  -0.139
H  -0.132  2.533  -0.024
H  0.417  2.816  2.524
C  2.081  3.701  7.814
C  2.903  3.400  6.472
C  3.092  1.906  6.326
O  2.110  3.821  5.259
H  1.784  4.741  7.940
H  2.669  3.479  8.777
H  1.233  3.002  7.825
H  3.815  4.005  6.511
H  3.838  1.531  7.057
H  3.464  1.686  5.337
H  2.165  1.363  6.506
H  2.013  4.795  5.341
C  -0.909  6.968  -3.736
C  -0.204  6.789  -5.101
C  1.049  5.909  -4.968
O  -0.966  6.130  -6.134
H  -1.908  7.459  -3.748
H  -0.128  7.448  -3.072
H  -1.149  5.962  -3.304
H  0.138  7.723  -5.436
H  0.798  4.921  -4.670
H  1.790  6.366  -4.303
H  1.464  5.948  -5.963
H  -1.862  6.107  -5.838
C  3.964  -5.642  1.396
C  4.720  -4.337  1.576
C  6.148  -4.419  0.942
O  3.946  -3.216  1.011
H  2.891  -5.568  1.586
H  4.384  -6.496  2.035
H  3.899  -6.018  0.373
H  4.841  -4.172  2.661
H  6.041  -4.255  -0.124
H  6.613  -5.378  1.158
H  6.824  -3.666  1.371
H  3.464  -2.740  1.706
C  1.813  -0.074  -5.779
C  2.458  1.263  -5.424
C  3.531  1.637  -6.492
O  1.509  2.246  -5.161
H  2.647  -0.791  -5.765
H  1.320  -0.097  -6.780
H  1.074  -0.302  -5.014
H  2.969  1.075  -4.466
H  3.149  1.773  -7.523
H  4.294  0.837  -6.484
H  4.110  2.555  -6.261
H  1.064  2.609  -5.967
C  0.051  -3.353  -4.061
C  1.019  -2.927  -2.958
C  0.962  -4.065  -1.866
O  2.317  -2.829  -3.551
H  0.452  -4.252  -4.505
H  0.016  -2.527  -4.798
H  -0.993  -3.525  -3.683
H  0.685  -2.001  -2.542
H  -0.028  -4.129  -1.471
H  1.659  -3.899  -1.032
H  1.259  -4.967  -2.371
H  3.019  -2.934  -2.887
C  -5.833  -2.497  1.656
C  -5.054  -3.780  1.433
C  -5.848  -4.798  0.693
O  -3.775  -3.597  0.720
H  -5.188  -1.648  1.900
H  -6.577  -2.694  2.496
H  -6.441  -2.137  0.785
H  -4.708  -4.093  2.408
H  -5.149  -5.698  0.513
H  -6.062  -4.258  -0.198
H  -6.808  -5.072  1.229
H  -3.993  -3.505  -0.258
C  1.161  -1.002  4.726
C  2.651  -1.379  4.324
C  3.028  -2.638  5.024
O  2.782  -1.549  2.931
H  0.514  -1.681  4.238
H  0.809  -0.009  4.336
H  0.974  -0.868  5.815
H  3.353  -0.635  4.591
H  2.175  -3.399  4.862
H  3.065  -2.324  6.109
H  3.989  -3.063  4.756
H  2.246  -0.883  2.418
C  5.187  -0.540  -0.716
C  4.341  -1.142  -1.848
C  4.947  -0.920  -3.192
O  4.277  -2.569  -1.681
H  5.115  0.522  -0.558
H  6.232  -0.686  -0.828
H  4.977  -1.050  0.235
H  3.385  -0.725  -1.796
H  5.033  0.105  -3.468
H  4.302  -1.538  -3.895
H  5.928  -1.417  -3.172
H  4.199  -2.760  -0.731
C  -1.942  4.508  6.390
C  -2.265  3.012  6.428
C  -1.190  2.118  5.782
O  -1.634  0.791  5.817
C  -2.186  0.252  4.641
N  -2.527  2.637  7.815
H  -2.826  5.130  6.644
H  -1.605  4.974  5.483
H  -1.099  4.668  7.118
H  -3.195  2.947  5.838
H  -0.202  2.214  6.307
H  -1.055  2.427  4.752
H  -2.068  -0.838  4.695
H  -1.500  0.501  3.804
H  -3.205  0.545  4.450
H  -2.610  1.640  7.999
H  -1.826  3.040  8.449
C  3.905  2.711  1.705
C  3.080  3.943  1.267
C  2.636  3.614  -0.229
O  3.748  3.556  -1.101
C  3.412  3.276  -2.446
N  1.912  4.164  2.211
H  4.670  2.392  1.013
H  3.137  1.920  2.003
H  4.498  2.857  2.600
H  3.664  4.894  1.069
H  1.799  4.251  -0.573
H  2.175  2.649  -0.232
H  2.866  2.274  -2.432
H  4.299  3.351  -3.073
H  2.881  4.126  -2.840
H  2.157  4.256  3.163
H  1.464  5.087  1.937
C  -1.847  2.411  -6.164
C  -1.208  2.459  -7.557
C  -2.206  3.134  -8.504
O  -1.722  3.215  -9.802
C  -2.325  4.191  -10.650
N  0.060  3.197  -7.543
H  -1.139  2.015  -5.398
H  -2.694  1.711  -6.062
H  -2.211  3.368  -5.751
H  -1.115  1.396  -7.961
H  -2.414  4.147  -8.117
H  -3.187  2.530  -8.411
H  -2.128  5.256  -10.386
H  -3.379  4.093  -10.663
H  -1.901  4.047  -11.613
H  0.476  3.426  -8.452
H  -0.116  4.116  -7.097
C  0.126  -2.091  0.958
C  0.778  -0.870  0.231
C  -0.231  -0.155  -0.703
O  0.493  0.781  -1.514
C  -0.331  1.280  -2.574
N  1.328  0.124  1.181
H  0.785  -2.503  1.690
H  -0.209  -2.880  0.270
H  -0.707  -1.687  1.508
H  1.587  -1.311  -0.343
H  -0.959  0.407  -0.072
H  -0.705  -0.942  -1.347
H  -0.717  0.460  -3.184
H  0.255  1.930  -3.210
H  -1.098  1.941  -2.185
H  0.605  0.663  1.631
H  1.877  0.805  0.665
C  2.370  -6.786  6.884
C  1.872  -7.987  6.081
C  1.105  -7.358  4.945
O  -0.137  -6.945  5.450
C  -1.076  -6.775  4.480
N  3.037  -8.688  5.508
H  3.134  -6.262  6.321
H  2.849  -7.137  7.844
H  1.605  -6.025  7.083
H  1.218  -8.601  6.718
H  0.879  -8.090  4.160
H  1.623  -6.479  4.553
H  -2.016  -6.573  5.007
H  -1.259  -7.704  3.909
H  -0.906  -5.939  3.833
H  2.759  -9.309  4.712
H  3.297  -9.412  6.185
C  -4.491  1.340  -2.234
C  -4.178  1.130  -0.750
C  -5.346  1.443  0.181
O  -6.374  0.515  -0.135
C  -7.675  1.066  0.079
N  -3.672  -0.280  -0.587
H  -3.537  1.446  -2.633
H  -5.089  2.209  -2.416
H  -5.137  0.483  -2.550
H  -3.327  1.784  -0.504
H  -5.648  2.452  -0.034
H  -5.065  1.391  1.243
H  -7.762  2.190  -0.008
H  -8.074  0.687  1.081
H  -8.389  0.672  -0.651
H  -3.288  -0.396  0.352
H  -4.441  -0.939  -0.403

Properties
E_HOMO, eV: -8.642
LUMO, eV: 0.2484
Frontier orbital gap, eV: 8.89

Mulliken atomic charge list, values in e, 99 entries: -1.485 0.404 -0.471 -0.372 0.219 0.505 0.135 0.423 -0.058 0.446 -0.099 0.061 -1.917 1.580 -0.907 0.263 0.429 0.295 0.300 -0.267 0.532 0.516 -0.676 -0.450 -1.125 0.217 -0.840 -0.389 0.405 0.346 0.157 0.439 0.440 0.011 0.114 0.242 -1.162 0.403 -1.034 -0.477 0.383 0.345 0.203 0.230 -0.051 0.576 0.309 0.284 -1.509 1.147 -1.369 0.257 0.363 0.327 0.348 0.026 0.234 0.444 0.347 -0.129 -0.971 1.790 -1.803 0.313 0.543 0.351 -0.313 -0.656 0.306 0.447 0.365 -0.192 -1.592 2.473 -1.443 -0.676 0.419 0.284 0.195 -0.730 0.312 0.089 0.549 0.427 -0.914 0.528 -0.970 -0.254 0.101 0.453 0.091 0.287 0.242 0.086 0.395 0.194 -1.103 0.951 -1.519

=====

Among the records above, which one has the lowest frontier orbital gap? C54H146N6O16

=====

The highest E_HOMO belongs to which entry? C54H146N6O16

=====

Which formula does entry 1 have? C54H135O36P9

=====

What is the frontier orbital gap in the second record? 8.89 eV